This record from the Open Molecules 2025 dataset describes C28H17Cl2I2N6O4RhS as an isolated structure. The level of theory is ωB97M-V/def2-TZVPD.

Element x y z (Å)
1 Rh -0.564 0.741 -0.310
2 I 4.475 -0.626 -0.008
3 C 3.558 1.184 -0.446
4 C 4.343 2.318 -0.711
5 C 3.782 3.539 -0.975
6 I 5.033 5.164 -1.360
7 C 2.372 3.680 -0.977
8 C 1.660 4.881 -1.208
9 C 0.295 4.893 -1.175
10 C -0.401 3.701 -0.914
11 N 0.237 2.578 -0.699
12 C 1.601 2.531 -0.716
13 C 2.173 1.242 -0.444
14 O 1.396 0.228 -0.188
15 H 5.419 2.213 -0.703
16 H 2.212 5.789 -1.411
17 H -0.261 5.804 -1.345
18 H -1.483 3.650 -0.891
19 Cl -5.324 2.261 -0.059
20 C -4.158 2.084 1.204
21 C -4.533 2.359 2.530
22 C -3.645 2.237 3.559
23 Cl -4.153 2.580 5.185
24 C -2.312 1.833 3.312
25 C -1.303 1.664 4.286
26 C -0.054 1.259 3.911
27 C 0.218 1.015 2.555
28 N -0.701 1.180 1.637
29 C -1.963 1.572 1.977
30 C -2.876 1.677 0.885
31 O -2.460 1.407 -0.328
32 H -5.551 2.667 2.728
33 H -1.537 1.848 5.326
34 H 0.730 1.108 4.639
35 H 1.179 0.653 2.214
36 N 2.719 -6.311 -0.766
37 C 1.751 -5.376 -0.425
38 C 2.123 -4.075 -0.067
39 C 1.172 -3.156 0.324
40 C -0.168 -3.529 0.355
41 C -0.554 -4.810 -0.005
42 C 0.402 -5.732 -0.388
43 S -1.381 -2.349 0.826
44 O -0.985 -1.707 2.050
45 O -2.664 -2.979 0.748
46 N -1.253 -1.169 -0.301
47 C -1.127 -1.349 -1.628
48 N -1.363 -2.445 -2.334
49 C -1.152 -2.329 -3.640
50 C -0.731 -1.161 -4.263
51 C -0.511 -0.064 -3.449
52 N -0.699 -0.169 -2.147
53 H 3.593 -5.936 -1.095
54 H 2.399 -7.094 -1.311
55 H 3.167 -3.788 -0.100
56 H 1.464 -2.146 0.583
57 H -1.604 -5.068 0.010
58 H 0.106 -6.737 -0.664
59 H -1.338 -3.222 -4.228
60 H -0.585 -1.108 -5.331
61 H -0.186 0.896 -3.831

Calculated values
2S+1   1
Highest occupied orbital energy   -7.80 eV


This record from the Open Molecules 2025 dataset describes C28H18BrF3MoN5O as an isolated structure in a non-equilibrium geometry. The level of theory is ωB97M-V/def2-TZVPD.

Element x y z (Å)
1 Mo 1.228 0.301 1.578
2 Br -0.018 2.821 -7.984
3 C -1.318 2.321 -6.710
4 C -2.485 3.060 -6.594
5 C -3.439 2.675 -5.667
6 C -3.198 1.594 -4.828
7 C -2.037 0.839 -4.970
8 C -1.098 1.201 -5.919
9 N -4.257 1.245 -3.941
10 N -4.092 0.985 -2.747
11 C -2.849 1.126 -2.059
12 C -2.178 2.321 -2.012
13 C -1.028 2.485 -1.215
14 C -0.604 1.429 -0.464
15 O 0.480 1.419 0.324
16 C -1.295 0.196 -0.452
17 N -0.786 -0.775 0.354
18 C -1.389 -1.947 0.338
19 C -2.534 -2.215 -0.432
20 C -3.067 -1.229 -1.218
21 C -2.433 0.030 -1.254
22 H -2.655 3.914 -7.234
23 H -4.376 3.210 -5.582
24 H -1.868 -0.041 -4.365
25 H -0.198 0.616 -6.050
26 H -2.526 3.153 -2.609
27 H -0.495 3.425 -1.199
28 H -0.968 -2.722 0.966
29 H -2.981 -3.197 -0.382
30 H -3.961 -1.396 -1.804
31 C -0.276 -4.730 4.048
32 C -0.943 -3.528 3.862
33 C -0.253 -2.415 3.407
34 C 1.109 -2.524 3.160
35 C 1.793 -3.719 3.350
36 C 1.086 -4.825 3.790
37 N 1.804 -1.357 2.719
38 N 2.970 -1.201 3.192
39 C 3.698 -0.092 2.747
40 C 4.973 0.060 3.285
41 C 5.764 1.105 2.836
42 C 5.286 1.973 1.861
43 C 4.006 1.832 1.334
44 C 3.188 0.798 1.771
45 H -0.818 -5.599 4.396
46 H -2.000 -3.450 4.082
47 H -0.756 -1.463 3.295
48 H 2.852 -3.775 3.145
49 H 1.601 -5.765 3.934
50 H 5.321 -0.642 4.031
51 H 6.757 1.242 3.240
52 H 5.918 2.779 1.512
53 H 3.651 2.535 0.590
54 F 1.301 1.104 4.451
55 C 0.578 1.306 3.339
56 F -0.682 0.873 3.608
57 F 0.497 2.630 3.143

Calculated values
<S²>   2.0290
2S+1   3
Highest occupied orbital energy (alpha / beta)   -10.65 / -10.71 eV
Net charge   +1


This record from the Open Molecules 2025 dataset describes C28H19BrCl2IN3O6Ti as an isolated structure. The level of theory is ωB97M-V/def2-TZVPD.

Element x y z (Å)
1 Ti 0.149 0.140 0.026
2 O -0.057 -3.557 -1.773
3 C -0.266 -2.538 -1.140
4 O 0.155 -1.342 -1.396
5 C -1.110 -2.583 0.121
6 C -1.682 -3.691 0.720
7 C -2.405 -3.482 1.890
8 C -2.546 -2.203 2.422
9 C -1.932 -1.154 1.762
10 N -1.243 -1.382 0.654
11 C -1.992 0.327 2.113
12 O -2.640 0.685 3.084
13 O -1.365 1.054 1.261
14 H -1.555 -4.668 0.278
15 H -2.867 -4.324 2.392
16 H -3.109 -2.006 3.323
17 C 0.475 5.379 0.107
18 C -0.362 4.267 -0.452
19 C -1.744 4.366 -0.578
20 C -2.489 3.290 -1.035
21 C -1.800 2.136 -1.340
22 Br -2.751 0.623 -1.956
23 N -0.491 2.001 -1.217
24 C 0.216 3.053 -0.785
25 H 0.122 6.354 -0.233
26 H 1.518 5.266 -0.184
27 H 0.436 5.362 1.198
28 H -2.245 5.287 -0.304
29 H -3.564 3.332 -1.125
30 H 1.278 2.877 -0.663
31 I 3.051 0.933 8.503
32 C 2.464 0.916 6.493
33 C 2.750 -0.192 5.710
34 C 2.345 -0.204 4.384
35 C 1.685 0.891 3.842
36 C 1.415 1.997 4.637
37 C 1.792 2.010 5.970
38 C 1.272 0.892 2.399
39 O 1.233 1.947 1.758
40 O 0.964 -0.244 1.900
41 H 3.277 -1.038 6.130
42 H 2.538 -1.066 3.758
43 H 0.901 2.841 4.197
44 H 1.567 2.864 6.595
45 Cl 4.976 -3.084 -0.145
46 C 3.254 -3.441 -0.371
47 Cl 2.271 -2.859 0.975
48 H 3.145 -4.515 -0.448
49 H 2.913 -2.938 -1.270
50 N 7.087 1.426 -3.052
51 C 6.056 1.225 -2.579
52 C 4.774 0.976 -1.995
53 C 3.629 0.960 -2.791
54 C 2.396 0.721 -2.205
55 C 2.233 0.496 -0.830
56 C 3.410 0.516 -0.069
57 C 4.660 0.744 -0.624
58 H 3.717 1.130 -3.858
59 H 1.523 0.691 -2.852
60 H 3.364 0.334 1.000
61 H 5.550 0.745 -0.007

Calculated values
<S²>   0.7536
2S+1   2
Highest occupied orbital energy (alpha / beta)   -5.03 / -6.01 eV
Net charge   -1


This record from the Open Molecules 2025 dataset describes C28H19Cl2CrN5O2Se2 as an isolated structure. The level of theory is ωB97M-V/def2-TZVPD.

Element x y z (Å)
1 Cr -0.297 -0.574 0.618
2 O 0.920 -0.676 2.104
3 C 2.169 -0.344 2.241
4 C 2.666 -0.083 3.537
5 C 3.979 0.266 3.741
6 C 4.868 0.375 2.668
7 C 4.411 0.118 1.398
8 C 3.078 -0.249 1.161
9 C 2.618 -0.531 -0.182
10 N 1.358 -0.684 -0.582
11 C 1.373 -0.882 -1.950
12 C 2.653 -0.855 -2.383
13 N 3.426 -0.642 -1.262
14 H 1.967 -0.172 4.359
15 H 4.327 0.463 4.748
16 H 5.898 0.663 2.833
17 H 5.102 0.223 0.568
18 H 0.459 -1.009 -2.500
19 H 3.080 -0.967 -3.363
20 H 4.429 -0.606 -1.231
21 Se -1.511 -2.022 3.611
22 Se -2.323 0.254 1.941
23 C -1.161 1.739 1.752
24 C -1.292 2.992 2.346
25 C -0.347 3.955 2.054
26 C 0.705 3.658 1.192
27 C 0.769 2.394 0.645
28 N -0.151 1.471 0.923
29 C -1.045 -3.124 2.147
30 C -1.168 -4.508 2.330
31 C -0.843 -5.364 1.304
32 C -0.431 -4.835 0.085
33 C -0.355 -3.470 -0.036
34 N -0.629 -2.623 0.974
35 H -2.120 3.186 3.013
36 H -0.424 4.940 2.498
37 H 1.462 4.391 0.952
38 H 1.555 2.097 -0.037
39 H -1.527 -4.884 3.277
40 H -0.928 -6.435 1.443
41 H -0.191 -5.463 -0.761
42 H -0.080 -3.009 -0.973
43 Cl -3.483 -2.701 -1.713
44 C -3.306 -1.059 -2.246
45 C -4.275 -0.528 -3.105
46 C -4.180 0.763 -3.530
47 Cl -5.409 1.408 -4.580
48 C -3.092 1.574 -3.131
49 C -2.915 2.911 -3.546
50 C -1.816 3.605 -3.131
51 C -0.880 2.955 -2.305
52 N -1.009 1.721 -1.891
53 C -2.106 1.022 -2.272
54 C -2.222 -0.329 -1.776
55 O -1.361 -0.851 -0.960
56 H -5.102 -1.150 -3.415
57 H -3.654 3.366 -4.191
58 H -1.652 4.631 -3.430
59 H 0.010 3.486 -1.980

Calculated values
<S²>   6.0335
2S+1   5
Highest occupied orbital energy (alpha / beta)   -7.05 / -7.40 eV


This record from the Open Molecules 2025 dataset describes C28H19I2N3O2Pt as an isolated structure in a non-equilibrium geometry. The level of theory is ωB97M-V/def2-TZVPD.

Element x y z (Å)
1 Pt 0.763 -0.513 -0.267
2 I -0.513 -1.842 2.260
3 C 0.839 -0.581 3.259
4 C 0.878 -0.738 4.617
5 C 1.701 0.083 5.407
6 C 2.456 1.047 4.811
7 C 2.434 1.226 3.408
8 C 3.225 2.251 2.831
9 C 3.224 2.438 1.484
10 C 2.445 1.602 0.661
11 C 1.641 0.604 1.160
12 C 1.624 0.396 2.579
13 H 0.259 -1.488 5.090
14 H 1.715 -0.051 6.481
15 H 3.085 1.701 5.402
16 H 3.821 2.875 3.485
17 H 3.824 3.221 1.036
18 H 2.474 1.771 -0.409
19 C -2.622 -0.759 -5.004
20 C -2.062 -2.030 -4.921
21 C -1.122 -2.315 -3.951
22 C -0.754 -1.315 -3.052
23 C -1.312 -0.048 -3.117
24 C -2.244 0.227 -4.107
25 N 0.235 -1.570 -2.042
26 N 1.015 -2.502 -2.355
27 C 2.029 -2.754 -1.408
28 C 2.827 -3.872 -1.577
29 C 3.841 -4.094 -0.660
30 C 4.022 -3.188 0.374
31 C 3.191 -2.088 0.476
32 N 2.209 -1.871 -0.406
33 H -3.357 -0.543 -5.768
34 H -2.365 -2.802 -5.616
35 H -0.685 -3.300 -3.875
36 H -1.010 0.702 -2.402
37 H -2.676 1.218 -4.168
38 H 2.636 -4.532 -2.410
39 H 4.484 -4.958 -0.753
40 H 4.804 -3.323 1.107
41 H 3.295 -1.352 1.261
42 I -7.077 3.943 -0.795
43 C -5.218 3.104 -0.333
44 C -4.733 2.055 -1.099
45 C -3.498 1.505 -0.791
46 C -2.752 1.990 0.275
47 C -3.261 3.032 1.042
48 C -4.489 3.598 0.739
49 C -1.412 1.404 0.656
50 O -0.937 1.645 1.748
51 O -0.910 0.650 -0.278
52 H -5.315 1.667 -1.924
53 H -3.120 0.675 -1.373
54 H -2.675 3.387 1.879
55 H -4.877 4.413 1.335

Calculated values
2S+1   1
Highest occupied orbital energy   -7.54 eV


This record from the Open Molecules 2025 dataset describes C28H20CrN6O2S as an isolated structure in a non-equilibrium geometry. The level of theory is ωB97M-V/def2-TZVPD.

Element x y z (Å)
1 Cr 0.106 1.015 -0.062
2 O -1.166 1.833 -1.508
3 C -1.708 2.999 -1.282
4 C -2.985 3.311 -1.829
5 C -3.630 4.493 -1.552
6 C -3.058 5.467 -0.708
7 C -1.778 5.286 -0.219
8 C -1.028 4.112 -0.583
9 C 0.326 3.990 -0.231
10 N 1.056 2.920 -0.269
11 C 2.519 3.133 -0.231
12 C 3.147 1.812 -0.370
13 N 2.233 0.869 0.262
14 C 2.662 -0.275 0.732
15 C 1.928 -1.089 1.705
16 C 2.460 -2.337 2.187
17 C 1.731 -3.110 3.073
18 C 0.463 -2.640 3.502
19 C 0.063 -1.353 3.314
20 C 0.699 -0.576 2.299
21 O 0.205 0.587 1.971
22 H -3.510 2.513 -2.356
23 H -4.648 4.679 -1.878
24 H -3.672 6.331 -0.352
25 H -1.360 6.074 0.436
26 H 0.828 4.928 0.094
27 H 2.810 3.651 0.735
28 H 2.749 3.718 -1.117
29 H 4.067 1.816 0.152
30 H 3.321 1.494 -1.406
31 H 3.547 -0.724 0.278
32 H 3.442 -2.634 1.829
33 H 2.093 -4.029 3.429
34 H -0.073 -3.343 4.147
35 H -0.830 -0.955 3.781
36 S -0.611 -6.422 -0.571
37 N -1.656 -5.265 0.030
38 C -1.244 -4.093 -0.320
39 C -1.802 -2.822 0.112
40 C -2.916 -2.645 0.912
41 C -3.318 -1.346 1.247
42 C -2.520 -0.284 0.848
43 N -1.420 -0.449 0.080
44 C -1.083 -1.703 -0.337
45 C -0.019 -1.778 -1.274
46 N 0.500 -0.559 -1.685
47 C 1.479 -0.557 -2.587
48 C 2.190 -1.692 -2.931
49 C 1.785 -2.949 -2.436
50 C 0.608 -2.949 -1.679
51 C -0.032 -4.145 -1.156
52 N 0.415 -5.376 -1.361
53 H -3.454 -3.501 1.285
54 H -4.280 -1.207 1.779
55 H -2.790 0.754 1.145
56 H 1.700 0.450 -2.957
57 H 3.116 -1.598 -3.468
58 H 2.344 -3.831 -2.649

Calculated values
<S²>   6.0172
2S+1   5
Highest occupied orbital energy (alpha / beta)   -6.36 / -7.30 eV


| no. | electronic energy (eV) |
| --- | --- |
| 1 | -101535.053 |
| 2 | -118867.618 |
| 3 | -172410.236 |
| 4 | -225052.401 |
| 5 | -57357.811 |
| 6 | -81653.640 |